[1]
# C46H43N6OSiSn

A molecular structure, C46H43N6OSiSn at a distorted geometry (ωB97M-V with the def2-TZVPD basis set, OMol25).

Computed properties:
**ΔE to the lowest compared entry with this formula, charge and spin**: 33.7 kcal per mole
**Largest force on an atom**: 2.2 eV/A
**HOMO (alpha / beta)**: -4.098 / -4.097 eV
**Total charge**: -1
**HOMO-LUMO gap (alpha / beta)**: 5.92 / 5.92 eV
**LUMO level (alpha / beta)**: 1.8 / 1.8 eV

Last column: Löwdin charge in e.
Atoms and positions in Å:
Sn  1.44003  -0.41796  -1.26865  1.123
N  -2.72089  -3.71247  9.04714  0.129
C  -2.42084  -3.34307  7.98996  -0.191
C  -2.14716  -2.86159  6.65745  -0.248
C  -3.05296  -2.00834  6.03084  -0.024
C  -2.80275  -1.58468  4.74262  -0.026
C  -1.68461  -2.01403  4.06757  -0.186
C  -0.73807  -2.83883  4.72945  0.011
C  -0.99326  -3.28682  6.01473  -0.032
C  -1.29973  -1.61661  2.65768  -0.039
C  -0.90272  -0.27860  2.50296  -0.250
C  -0.64872  0.66504  3.55596  -0.068
C  -0.24635  1.82115  2.95514  -0.126
C  -0.27678  1.57443  1.55842  -0.237
N  -0.65381  0.34178  1.24613  0.054
C  -1.43982  -2.65665  1.69746  -0.326
C  -2.39941  -3.66391  1.83243  -0.083
C  -2.29525  -4.43172  0.70789  -0.138
C  -1.18847  -3.91379  -0.01380  -0.232
N  -0.66820  -2.83940  0.57442  0.075
H  -3.96029  -1.67865  6.52434  0.118
H  -3.50242  -0.92400  4.24090  0.132
H  0.13959  -3.15050  4.17047  0.129
H  -0.25573  -3.94818  6.47104  0.119
H  -0.75302  0.49245  4.62591  0.100
H  0.11380  2.71010  3.47498  0.081
H  0.03534  2.32815  0.81423  0.092
H  -3.05461  -3.74658  2.69003  0.100
H  -2.85429  -5.32160  0.40933  0.078
H  -0.79646  -4.25308  -0.96334  0.085
C  1.75408  -2.96952  -4.85497  -0.100
C  2.93311  -3.67170  -4.69269  -0.095
C  3.70832  -3.49295  -3.54899  -0.042
C  3.28902  -2.57632  -2.56679  -0.184
C  2.06366  -1.88302  -2.75035  -0.303
C  1.34270  -2.08694  -3.90435  -0.150
C  3.97608  -2.38326  -1.27263  -0.207
C  5.13738  -3.12535  -0.93706  0.002
C  5.67241  -2.94380  0.30161  -0.012
C  5.13726  -2.02541  1.23068  -0.163
C  5.67956  -1.85183  2.52312  -0.043
C  5.21026  -0.84004  3.31553  -0.084
C  4.14503  -0.01555  2.86846  -0.064
C  3.55898  -0.21848  1.63962  0.008
C  4.09154  -1.20700  0.73823  -0.191
N  3.52216  -1.44156  -0.45975  0.051
H  1.15198  -3.08964  -5.71258  0.088
H  3.34950  -4.37220  -5.43137  0.101
H  4.60723  -4.07812  -3.41180  0.088
H  0.46408  -1.51628  -4.09957  0.072
H  5.54052  -3.83623  -1.64633  0.099
H  6.56771  -3.56027  0.60806  0.133
H  6.52515  -2.43844  2.81237  0.101
H  5.68668  -0.57624  4.25010  0.097
H  3.74000  0.73875  3.53311  0.104
H  2.67526  0.33304  1.39848  0.070
C  -6.08329  3.76661  0.39236  -0.080
C  -4.55299  3.76427  0.25750  -0.203
N  -4.09670  2.77128  -0.71010  -0.060
C  -3.97260  3.26863  -2.09069  -0.214
C  -5.24439  3.18562  -2.87088  -0.077
C  -3.94314  1.48136  -0.25032  -0.393
O  -4.35380  1.14062  0.86043  0.055
C  -3.30257  0.46827  -1.16317  -0.102
C  -3.75676  -0.82689  -1.06990  -0.006
C  -3.12029  -1.86618  -1.73297  -0.042
C  -2.07602  -1.56476  -2.58856  -0.140
N  -1.56354  -0.33363  -2.63685  0.046
C  -2.13537  0.63851  -1.95051  -0.123
H  -6.48796  4.34701  1.24231  0.075
H  -6.45850  2.73909  0.47689  0.074
H  -6.58147  4.15150  -0.49297  0.044
H  -4.05915  3.58757  1.22607  0.123
H  -4.21486  4.75233  -0.07217  0.110
H  -3.17203  2.68530  -2.54669  0.090
H  -3.59634  4.28583  -2.03017  0.115
H  -5.81912  2.27226  -2.65357  0.091
H  -5.10462  3.35573  -3.91705  0.062
H  -5.90250  4.02993  -2.54780  0.071
H  -4.59787  -0.97267  -0.38728  0.125
H  -3.41199  -2.90242  -1.57295  0.101
H  -1.53418  -2.28065  -3.14662  0.085
H  -1.61001  1.54848  -1.92789  0.095
C  3.28800  4.25726  -4.86502  -0.193
Si  3.43701  3.92320  -3.04938  0.391
C  2.10977  4.89880  -2.14368  -0.197
C  5.13526  4.33298  -2.37586  -0.188
C  3.07810  2.16103  -2.70553  -0.249
C  2.70033  1.04765  -2.37214  -0.294
H  3.38504  5.29908  -5.09140  0.016
H  2.30104  3.91979  -5.15222  0.028
H  4.00371  3.65277  -5.40973  0.027
H  2.27831  5.99546  -2.15829  0.028
H  2.04283  4.55062  -1.09105  0.035
H  1.11466  4.77886  -2.55533  0.017
H  5.29746  5.38446  -2.55596  0.015
H  5.89464  3.80283  -2.93058  0.024
H  5.18408  4.18851  -1.31414  0.022


[2]
# C18H34BrF2N3O6PS4

A gas-phase ion, C18H34BrF2N3O6PS4 (charge +1) at a distorted geometry (ωB97M-V with the def2-TZVPD basis set, OMol25).

Computed properties:
**Largest force on an atom**: 6.7 eV/A
**HOMO**: -10.974 eV
**Total charge**: +1
**HOMO-LUMO gap**: 6.82 eV
**LUMO level**: -4.2 eV

Last column: Löwdin charge in e.
Atoms and positions in Å:
C  -0.20656  2.01304  4.54210  -0.165
C  -0.54616  2.14968  2.94621  -0.494
S  1.07435  2.50881  2.10812  0.836
C  0.87666  3.72437  0.71597  -0.432
C  0.60742  3.08468  -0.73463  -0.546
P  0.60899  4.67511  -1.85639  0.657
O  2.09984  5.53205  -1.63981  -0.350
Br  -0.99921  6.12005  -1.18771  0.330
O  -0.70794  2.54339  -1.05974  -0.147
C  -0.50781  1.16466  -1.53721  -0.317
C  -0.58816  0.36274  -0.11022  -0.120
C  -1.23431  -1.11306  -0.23175  -0.223
C  -0.17001  -2.13541  0.47807  -0.455
S  -0.04037  -1.77321  2.29723  0.845
C  -0.85993  -3.22915  3.13357  -1.010
S  -0.52986  -3.66776  4.72605  0.677
N  -1.82181  -3.99380  2.29800  -0.272
C  -3.23250  -3.85467  2.77685  -0.232
C  -4.07351  -2.89430  1.75379  -0.092
C  -1.40674  -5.43161  2.15459  -0.260
C  0.01761  -5.62511  1.43486  -0.107
S  -2.00199  0.96873  -2.66860  0.888
O  -1.90617  -0.27791  -3.52151  -0.292
O  -2.30965  2.21500  -3.44409  -0.249
F  -3.33664  0.71690  -1.64773  -0.168
N  0.86652  1.20540  -2.20948  -0.123
N  1.27026  -0.15645  -2.02654  0.121
C  0.88308  1.29472  -3.74572  -0.129
O  2.19899  1.59157  -4.25962  -0.170
C  2.67788  0.56228  -5.17454  -0.065
C  1.74287  2.20470  -1.46793  -0.157
C  2.93228  1.53885  -0.62227  -0.025
C  3.98420  2.67830  -0.14815  -0.269
O  4.63142  3.22834  -1.08189  0.101
F  4.17224  3.02887  1.22967  0.041
H  -0.67110  1.04350  4.97178  0.084
H  -0.61267  2.90965  5.12095  0.079
H  0.93541  1.89639  4.70985  0.069
H  -0.84617  1.07558  2.62483  0.027
H  -1.37672  2.90872  2.74767  0.097
H  1.75021  4.48725  0.70555  0.101
H  -0.06029  4.36203  0.96924  0.079
H  2.76292  4.97573  -1.15984  0.031
H  0.43205  0.31443  0.40700  0.082
H  -1.33263  0.98860  0.51865  0.136
H  -2.20429  -1.12701  0.39938  0.104
H  -1.43227  -1.47009  -1.30005  0.102
H  0.86329  -1.94526  -0.01287  0.080
H  -0.48288  -3.20394  0.22311  0.072
H  -3.78595  -4.85190  2.90714  0.129
H  -3.24881  -3.29426  3.78973  0.108
H  -4.24936  -1.84724  2.21917  0.082
H  -3.45865  -2.82910  0.78682  0.054
H  -5.07605  -3.40026  1.46858  0.081
H  -2.19662  -5.91017  1.45166  0.133
H  -1.47660  -6.02738  3.13808  0.114
H  -0.10901  -5.47466  0.29039  0.077
H  0.43549  -6.70065  1.54777  0.092
H  0.83488  -4.90748  1.79910  0.071
H  0.54060  -0.80245  -2.37508  0.129
H  2.15705  -0.34541  -2.51939  0.121
H  0.20835  2.18495  -4.05747  0.163
H  0.49910  0.34623  -4.25144  0.147
H  3.22004  -0.23409  -4.55528  0.101
H  1.88814  0.15196  -5.89196  0.116
H  3.48521  1.06003  -5.83681  0.126
H  2.30247  2.98859  -2.09803  0.132
H  3.56097  0.79390  -1.24942  0.148
H  2.57863  0.92397  0.29166  0.108